# 1
Computed, not measured: a cluster of 14 separate species, C36H95Br2F4N3O19PS in total, with ωB97M-V/def2-TZVPD.

Element x y z (Å)
C: 0.5548 -3.8402 5.2655
C: 0.9178 -2.8771 4.0343
O: 0.6471 -3.4440 2.7234
P: -1.0057 -3.4953 2.3590
O: -1.5780 -4.7195 3.1061
C: -1.9933 -2.0141 2.9518
C: -1.4872 -0.6036 2.3551
C: -2.1364 -0.5134 0.8795
N: -1.8195 0.7572 0.1462
C: -2.9217 1.3644 -0.6644
C: -3.5833 0.5391 -1.8191
F: -3.5652 -0.8529 -1.7482
F: -4.9693 0.9053 -1.8283
C: -3.0715 0.9094 -3.3173
F: -3.9951 1.8011 -3.9367
F: -2.9929 -0.2544 -4.1047
C: -2.4109 2.8314 -1.0734
N: -1.0353 2.9630 -1.5758
S: -0.7997 4.5905 -2.0271
C: -1.0585 4.6709 -3.8842
O: -1.8072 5.5654 -1.4559
O: 0.5679 5.1543 -1.7811
C: 0.0662 2.2955 -0.8090
C: 1.2281 2.0490 -1.9236
C: 2.7110 1.9291 -1.3975
N: 3.3453 0.6467 -1.9037
C: 4.4253 0.1837 -0.9856
C: 4.7611 -1.3826 -1.2310
C: 3.8696 0.8291 -3.2725
C: 2.9056 0.3105 -4.4549
O: 4.9556 1.3709 -3.5412
C: 0.5518 2.9971 0.5124
Br: 1.2335 1.8417 1.9901
C: -0.4661 3.9847 1.2649
C: 0.0893 4.4700 2.7106
C: -0.5437 0.7847 -0.6509
Br: 0.7385 -0.6690 -0.3338
O: -1.2570 -3.8426 0.6910
C: -0.0811 -4.4642 0.1109
C: -0.4151 -4.7592 -1.4494
H: 1.4565 -3.9621 5.9456
H: 0.2372 -4.8855 4.9366
H: -0.2669 -3.3600 5.8925
H: 2.0517 -2.7145 4.0852
H: 0.4383 -1.8617 4.2078
H: -1.8390 -1.9558 4.0838
H: -3.0871 -2.2350 2.7334
H: -1.9406 0.2354 2.9699
H: -0.3567 -0.6330 2.3476
H: -3.2703 -0.4840 1.0783
H: -1.9853 -1.4671 0.2695
H: -1.6606 1.4524 0.9160
H: -3.7640 1.5559 0.0969
H: -2.0492 1.3955 -3.3308
H: -3.1174 3.1948 -1.9088
H: -2.6942 3.5174 -0.1947
H: -2.0578 5.1906 -4.1023
H: -1.1176 3.6222 -4.3419
H: -0.2572 5.3127 -4.3627
H: 1.2450 2.8779 -2.7184
H: 1.0134 1.1081 -2.5508
H: 3.3529 2.7670 -1.8580
H: 2.9002 1.9520 -0.2897
H: 5.3709 0.8299 -1.0977
H: 4.1434 0.2519 0.1211
H: 5.4431 -1.6758 -0.3632
H: 5.2096 -1.5826 -2.2500
H: 3.7705 -1.9284 -1.0514
H: 3.4901 0.0911 -5.3975
H: 2.0420 1.0318 -4.5980
H: 2.4774 -0.6800 -4.0598
H: 1.4427 3.6695 0.2359
H: -0.6856 4.9501 0.7164
H: -1.4556 3.4509 1.5228
H: 1.2016 4.6786 2.7062
H: -0.2659 3.8058 3.5595
H: -0.4142 5.4837 2.8886
H: -0.8690 0.5739 -1.7354
H: 0.1642 -5.4869 0.5648
H: 0.8291 -3.7784 0.1009
H: 0.2448 -4.1471 -2.1500
H: -0.4020 -5.8734 -1.6821
H: -1.4828 -4.3947 -1.6254
C: 3.9936 -5.6050 6.9157
O: 2.6926 -5.0706 7.1580
H: 4.3054 -5.3313 5.9078
H: 4.7005 -5.1909 7.6384
H: 3.9652 -6.6893 7.0019
H: 2.4430 -5.3275 8.0548
C: -2.7376 2.8388 -7.3359
O: -2.3349 2.5403 -6.0024
H: -1.9953 3.4958 -7.7902
H: -2.8056 1.9171 -7.9133
H: -3.7064 3.3429 -7.3213
H: -3.0085 1.9588 -5.6260
C: -3.3916 5.5313 3.7652
O: -2.4597 6.0924 2.8485
H: -2.8875 4.7664 4.3563
H: -3.7687 6.3112 4.4304
H: -4.2204 5.0764 3.2168
H: -2.9294 6.7643 2.3393
C: -5.1250 1.3566 -10.1986
O: -4.7251 1.0547 -8.8671
H: -4.3802 2.0132 -10.6481
H: -5.1930 0.4355 -10.7822
H: -6.0931 1.8630 -10.1882
H: -5.3981 0.4743 -8.4925
C: 6.1771 -8.0707 5.1629
O: 4.7825 -7.9305 5.4077
H: 6.6845 -7.1633 5.4894
H: 6.5662 -8.9241 5.7241
H: 6.3502 -8.2165 4.0939
H: 4.3575 -8.7441 5.1108
C: 5.7305 -5.1245 10.7590
O: 6.2225 -5.8178 9.6201
H: 5.2833 -4.1858 10.4321
H: 4.9719 -5.7300 11.2617
H: 6.5527 -4.9121 11.4468
H: 6.6118 -6.6419 9.9348
C: 7.8095 -3.9053 4.7173
O: 7.5144 -5.0511 3.9299
H: 8.8606 -3.9371 5.0024
H: 7.6204 -2.9984 4.1367
H: 7.1908 -3.9061 5.6186
H: 6.5815 -4.9996 3.6913
C: -7.0546 3.6595 2.2337
O: -6.6645 3.3900 3.5730
H: -6.3150 4.3189 1.7785
H: -7.1031 2.7253 1.6668
H: -8.0300 4.1510 2.2239
H: -7.3325 2.8070 3.9525
C: 4.3369 -1.6990 -7.8545
O: 3.4176 -1.6983 -6.7682
H: 4.8804 -0.7545 -7.8548
H: 5.0453 -2.5227 -7.7388
H: 3.7950 -1.8038 -8.7974
H: 2.9508 -2.5417 -6.7895
C: -4.4228 6.4127 -7.7883
O: -5.7727 6.6019 -7.3909
H: -4.1224 7.2478 -8.4205
H: -3.7802 6.3785 -6.9038
H: -4.3322 5.4807 -8.3525
H: -6.0149 5.8526 -6.8341
C: 0.3781 -8.0404 6.5236
O: 0.5482 -7.2039 7.6579
H: -0.0627 -8.9835 6.8461
H: -0.2887 -7.5577 5.8042
H: 1.3487 -8.2353 6.0590
H: 0.9394 -6.3768 7.3449
C: 2.6661 7.1235 0.0381
O: 1.5226 6.7646 0.8023
H: 3.5433 7.0935 0.6843
H: 2.7985 6.4153 -0.7842
H: 2.5440 8.1345 -0.3577
H: 0.7622 6.7990 0.2084
C: -7.2626 1.4382 -5.1384
O: -7.2190 2.5826 -4.3006
H: -7.8001 1.6893 -6.0526
H: -6.2447 1.1286 -5.3917
H: -7.7836 0.6266 -4.6244
H: -6.7395 2.3312 -3.5027

Force components x, y, z for each atom (eV/Å):
0.0 0.2 0.1
1.3 -0.2 2.0
-2.6 1.5 -1.0
-1.3 -5.8 2.0
1.1 3.4 -1.7
0.8 1.3 -0.2
-1.0 -1.0 -0.9
-1.6 -1.8 1.6
0.8 0.2 1.0
-0.8 1.4 0.9
-1.8 -0.6 -2.2
0.4 2.3 0.8
2.5 -0.6 0.6
0.0 -0.2 -1.1
1.5 -1.7 1.4
-0.4 2.1 1.5
-2.9 0.5 -0.1
-0.2 0.4 1.1
0.8 6.8 -0.8
-1.0 -0.7 -0.6
1.4 -3.6 -0.9
-2.1 -2.9 -0.3
0.9 -2.3 -0.9
0.4 0.3 -0.6
1.4 0.2 -1.1
0.5 0.3 0.4
1.5 -0.8 0.3
-0.7 1.2 1.1
1.1 1.1 -2.0
0.4 -0.7 1.6
-2.9 -1.7 1.2
0.2 2.5 0.4
-0.2 -0.2 -1.0
0.0 -0.2 1.5
-0.8 1.3 -0.4
0.5 0.5 -2.7
-0.7 0.7 0.1
2.0 1.7 2.6
0.9 -1.2 -2.6
-0.8 0.5 0.5
-1.2 0.3 -1.0
0.3 1.6 0.3
0.9 -0.8 -0.9
-1.7 -0.2 -0.5
0.5 -1.1 -0.6
-0.3 -0.5 -1.6
1.4 0.2 0.3
0.9 -0.8 -0.6
-1.4 0.5 0.0
1.6 0.1 -0.4
0.2 1.6 0.6
-0.1 -0.5 -0.5
1.1 -0.4 -1.3
-1.2 -0.4 -0.1
1.0 -0.6 1.2
0.8 -1.0 -1.2
1.4 -0.8 0.7
0.3 1.5 0.6
-0.7 -1.0 1.0
-0.4 -0.9 1.5
0.1 1.2 1.2
-1.1 -0.8 0.9
-0.7 0.0 -1.1
-1.3 -1.0 0.1
-0.2 0.1 -1.6
-0.6 0.2 -1.5
-0.5 0.1 1.3
1.4 0.5 -0.6
-0.8 0.6 1.2
1.1 -0.8 0.0
0.5 1.4 -0.7
-1.3 -1.1 0.4
0.2 -1.5 0.2
1.2 0.8 -0.6
-1.3 -0.6 0.0
0.8 0.6 -1.2
0.8 -1.6 -0.2
0.5 0.1 1.8
-0.4 1.8 -0.1
-1.2 -0.9 0.6
-0.7 -1.1 1.0
0.2 1.6 0.2
1.3 -0.5 0.2
0.1 -0.1 0.5
-0.4 0.1 0.3
-0.2 0.0 0.0
0.1 -0.1 -0.1
0.2 0.2 -0.1
0.2 0.1 -0.1
0.0 -0.1 -0.1
0.1 -0.1 0.5
0.0 0.0 0.2
-0.1 0.2 -0.1
0.0 0.0 -0.2
0.2 0.3 -0.3
-0.1 0.2 -0.2
-0.1 0.1 -0.3
0.1 0.1 -0.1
-0.1 -0.2 0.1
-0.1 -0.1 0.2
0.2 -0.1 0.1
-0.2 -0.2 0.1
-0.1 -0.1 0.2
0.0 -0.1 0.1
0.0 0.1 -0.2
0.0 0.0 -0.2
0.2 0.1 0.0
-0.1 -0.2 0.0
-0.1 -0.3 -0.2
-0.1 0.0 0.0
0.2 0.0 -0.1
0.2 0.0 0.0
0.0 0.2 0.1
0.1 -0.3 0.1
0.0 -0.1 -0.1
0.1 -0.1 -0.1
0.0 0.2 0.1
-0.1 0.1 0.1
0.0 0.1 -0.2
-0.3 0.0 -0.1
0.0 -0.1 -0.1
-0.1 -0.1 -0.1
0.1 0.1 0.2
0.1 0.2 0.1
0.2 -0.1 0.0
-0.2 -0.2 0.2
0.1 -0.1 0.0
0.0 0.0 0.1
-0.1 0.1 -0.2
0.0 0.0 -0.3
0.1 0.1 0.1
-0.1 -0.2 0.0
-0.1 -0.1 0.1
-0.1 -0.1 0.1
0.1 0.1 -0.2
0.2 0.0 -0.1
0.0 0.2 0.1
-0.2 -0.2 0.2
-0.1 0.0 0.0
-0.1 0.0 0.1
0.2 0.0 -0.1
0.2 0.0 -0.1
-0.1 0.2 -0.1
0.1 0.3 0.0
0.0 0.1 0.2
0.0 0.1 0.1
0.0 -0.2 -0.1
-0.1 -0.1 -0.2
0.0 -0.2 -0.1
-0.2 0.0 -0.1
-0.2 -0.2 0.1
-0.1 0.0 0.0
0.2 0.1 -0.1
0.2 0.0 -0.1
0.1 0.0 0.1
0.1 -0.1 0.2
0.1 0.2 0.1
0.0 0.1 0.1
-0.1 -0.2 -0.2
0.0 -0.1 -0.2
-0.1 0.1 -0.1

Total charge: +1
HOMO level (eV): -11.23

# 2
Computed, not measured: a structure of composition C21H19IrN3O2S, with ωB97M-V/def2-TZVPD.

Element x y z (Å)
Ir: 0.1048 0.0374 -0.0360
O: -0.7982 -1.6508 -0.2613
C: -2.1341 -1.8596 -0.1462
C: -2.5798 -3.1415 -0.4228
C: -3.9068 -3.5176 -0.2045
C: -4.8040 -2.5794 0.2969
C: -4.3887 -1.2869 0.5362
C: -3.0534 -0.8575 0.3042
C: -2.7404 0.4934 0.4976
N: -1.4852 1.0651 0.2521
C: -1.3387 2.4925 0.4853
C: 0.0574 2.9524 0.0514
N: 0.9834 1.7995 0.0299
C: 2.2629 1.9856 -0.0078
C: 3.2706 0.9760 -0.0939
C: 4.6054 1.4450 -0.1171
C: 5.6712 0.5929 -0.2035
C: 5.4225 -0.7839 -0.2740
C: 4.1409 -1.2786 -0.2537
C: 3.0267 -0.4258 -0.1637
O: 1.8282 -0.9818 -0.1444
H: -1.8624 -3.8421 -0.8398
H: -4.2284 -4.5233 -0.4372
H: -5.8353 -2.8506 0.4781
H: -5.1024 -0.5551 0.8953
H: -3.5297 1.1697 0.8041
H: -1.5056 2.7229 1.5449
H: -2.0935 3.0429 -0.0842
H: 0.4419 3.7135 0.7309
H: 0.0252 3.3753 -0.9532
H: 2.6185 3.0155 0.0272
H: 4.7706 2.5149 -0.0683
H: 6.6827 0.9715 -0.2232
H: 6.2527 -1.4744 -0.3504
H: 3.9576 -2.3419 -0.3161
S: 1.5104 -3.6375 0.6331
C: 0.6522 -2.9496 1.9484
N: -0.6807 -3.1774 2.0462
C: -1.4659 -2.6336 2.9738
C: -0.9193 -1.7987 3.9241
C: 0.4447 -1.5318 3.8765
C: 1.2311 -2.1069 2.8921
H: -1.1163 -3.7005 1.2870
H: -2.5190 -2.8707 2.9056
H: -1.5549 -1.3581 4.6773
H: 0.8922 -0.8712 4.6070
H: 2.2919 -1.9127 2.8222

Force components x, y, z for each atom (eV/Å):
0.1 0.2 0.0
-0.2 -0.1 -0.1
0.0 0.0 0.0
0.0 0.0 0.0
0.0 0.0 0.0
0.0 0.1 0.0
-0.1 0.0 0.0
0.0 0.1 0.0
0.1 0.0 0.0
-0.1 -0.2 -0.1
0.0 0.0 0.0
0.0 0.0 0.0
0.0 0.0 0.0
0.1 0.0 0.0
0.0 0.0 0.0
0.0 0.0 0.0
0.0 0.0 0.0
0.0 0.0 0.0
0.0 0.0 0.0
0.0 0.0 0.0
0.0 0.1 -0.1
0.0 0.0 0.0
0.0 0.0 0.0
0.0 0.0 0.0
0.0 0.0 0.0
0.0 0.0 0.0
0.0 0.0 0.0
0.0 0.0 0.0
0.0 0.0 0.0
0.0 -0.1 0.0
0.0 0.0 0.0
0.0 0.0 0.0
0.0 0.0 0.0
0.0 0.0 0.0
0.0 0.0 0.0
0.0 -0.1 0.1
0.1 0.0 0.0
0.1 0.0 0.0
-0.1 0.0 0.0
0.0 0.1 0.1
-0.1 0.0 0.0
0.0 0.0 0.1
0.0 0.0 0.0
0.0 0.0 0.0
0.0 0.0 0.0
0.0 0.0 0.0
0.0 0.0 0.0

Total charge: +1
⟨S²⟩: 6.056
2S+1: 5
HOMO level (alpha / beta) (eV): -8.41 / -11.15
Energy above the lowest of the compared OMol25 structures with the same formula, charge and spin (kcal/mol): 4.2

Result set for energy: -9308.8409; -1628.5942 hartree, one per record in the order listed.
Result set for M: 1173.00; 569.69 g/mol, one per record in the order listed.
Result set for largest force on an atom: 0.134; 0.005 Eh/bohr, one per record in the order listed.